{"formula": "C46H78BrClF3N3O8", "method": "ωB97M-V/def2-TZVPD", "multiplicity": 3, "s_squared": 2.01, "total_charge": 0, "homo_energy_ev": [-8.45, -8.45], "elements": ["C", "N", "C", "C", "O", "C", "C", "C", "O", "C", "F", "F", "F", "C", "C", "C", "O", "Br", "C", "C", "C", "C", "C", "C", "C", "O", "C", "C", "C", "C", "Cl", "C", "C", "C", "C", "C", "O", "C", "C", "O", "H", "H", "H", "H", "H", "H", "H", "H", "H", "H", "H", "H", "H", "H", "H", "H", "H", "H", "H", "H", "H", "H", "H", "H", "H", "H", "H", "H", "H", "H", "H", "H", "H", "H", "H", "H", "H", "H", "H", "H", "H", "H", "C", "C", "C", "C", "C", "C", "N", "O", "C", "C", "C", "H", "H", "H", "H", "H", "H", "H", "H", "H", "H", "H", "H", "H", "H", "H", "H", "H", "H", "C", "C", "C", "C", "C", "C", "N", "O", "C", "C", "C", "H", "H", "H", "H", "H", "H", "H", "H", "H", "H", "H", "H", "H", "H", "H", "H", "H", "H"], "positions_angstrom": [[2.31155, -2.96301, 2.12842], [1.47937, -2.25503, 1.14380], [2.10029, -1.87159, -0.14773], [0.91900, -2.19169, -1.22974], [1.20528, -1.71607, -2.55492], [-0.00624, -1.90566, -3.33866], [3.36157, -2.71989, -0.63127], [3.18299, -4.30021, -0.73093], [4.46885, -4.89823, -0.33616], [2.79300, -4.90379, -2.15036], [2.85597, -4.03549, -3.25024], [3.72456, -5.96259, -2.43380], [1.51511, -5.56528, -2.10781], [2.37623, -0.25559, -0.05754], [2.88091, 0.23488, 1.37717], [4.32646, -0.20685, 1.83913], [5.38336, -0.24254, 1.19008], [4.54185, -0.72473, 3.78032], [3.43882, 0.24219, -1.19130], [3.65029, 1.83134, -1.17892], [2.62625, 2.80823, -1.86615], [2.79369, 4.33936, -1.92732], [4.04008, 5.02201, -1.30673], [5.06357, 4.09730, -0.59500], [4.89052, 2.53969, -0.53249], [1.16128, 0.43378, -0.52466], [0.20810, 0.70674, 0.50257], [0.27609, 2.22356, 1.11125], [0.33771, 2.15677, 2.74655], [1.36089, 3.21215, 3.38494], [1.79739, 2.54463, 5.07575], [-1.26146, 0.62659, -0.21019], [-2.42309, 0.18921, 0.82885], [-3.82604, 0.45674, 0.03973], [-5.12564, 0.08372, 0.90779], [-6.22657, -0.49954, -0.14179], [-7.10705, 0.54739, -0.64962], [-8.33903, -0.02380, -1.08181], [-9.73452, 0.75070, -0.82712], [-8.42516, -1.12522, -1.68677], [3.43131, -2.78601, 2.11268], [1.95168, -2.66443, 3.18810], [2.14324, -4.11090, 2.08332], [0.62722, -2.82624, 0.99299], [0.72612, -3.33410, -1.31871], [-0.05748, -1.78232, -0.76807], [0.17458, -2.80772, -4.02979], [-0.24733, -0.94299, -3.91163], [-0.93024, -2.15664, -2.71476], [4.22207, -2.52872, 0.11925], [3.80225, -2.38377, -1.64604], [2.42565, -4.72244, 0.03480], [4.41755, -4.86087, 0.65279], [2.87592, 1.39424, 1.36578], [2.16551, -0.02642, 2.24684], [4.43883, -0.29305, -1.14607], [3.01187, 0.01355, -2.24253], [1.68405, 2.36771, -2.36233], [2.01714, 5.01341, -2.46984], [4.18117, 6.15774, -1.38164], [5.99191, 4.57099, -0.13957], [5.71190, 1.94807, -0.00832], [0.15165, -0.02594, 1.37249], [1.26648, 2.73995, 0.80728], [-0.64325, 2.84637, 0.87252], [0.54786, 1.10933, 3.14274], [-0.71739, 2.43381, 3.13483], [2.33474, 3.25551, 2.79676], [0.86860, 4.21955, 3.57398], [-1.24200, -0.04518, -1.15305], [-1.59506, 1.65814, -0.61609], [-2.40607, 0.90597, 1.72810], [-2.33966, -0.90605, 1.13403], [-3.89944, 1.56978, -0.26476], [-3.72725, -0.14488, -0.93960], [-5.56857, 1.08876, 1.26947], [-4.92427, -0.63063, 1.77367], [-5.70673, -0.97845, -1.05561], [-6.87626, -1.31426, 0.32132], [-10.33179, 0.77502, -1.80650], [-10.36074, 0.21672, -0.01933], [-9.57259, 1.81740, -0.44955], [-1.67077, 9.68423, -3.97628], [-0.45166, 8.73609, -3.85584], [0.45025, 8.88899, -5.09990], [-0.12668, 8.23326, -6.35087], [-0.49702, 6.77833, -6.08287], [-1.41691, 6.59975, -4.85627], [-0.92102, 7.33093, -3.65136], [0.12039, 6.62018, -3.14107], [-2.84964, 7.06786, -5.20637], [-1.59120, 5.07942, -4.59647], [0.31909, 9.28702, -2.62742], [-2.08446, 9.73317, -4.98250], [-2.46747, 9.39483, -3.28476], [-1.39863, 10.71495, -3.72921], [1.43424, 8.44635, -4.90249], [0.63087, 9.94976, -5.30348], [-0.99841, 8.78899, -6.70922], [0.61220, 8.27700, -7.15750], [-0.97520, 6.36091, -6.97513], [0.42843, 6.20734, -5.94036], [-3.49006, 7.07022, -4.31914], [-3.31253, 6.39551, -5.93560], [-2.89117, 8.05458, -5.66212], [-0.63836, 4.56601, -4.44370], [-2.06706, 4.59123, -5.45205], [-2.22298, 4.89948, -3.72144], [-0.27857, 9.19804, -1.71498], [0.55940, 10.34554, -2.76305], [1.27308, 8.77891, -2.46484], [-1.81409, -7.84602, 5.04619], [-0.82719, -6.78414, 4.50027], [-0.37867, -7.17589, 3.07544], [0.61589, -8.33222, 3.04957], [1.79925, -8.05457, 3.97022], [1.37875, -7.68182, 5.40795], [0.32133, -6.62650, 5.44545], [0.92022, -5.43667, 5.16901], [0.88981, -8.94699, 6.15268], [2.65179, -7.27274, 6.19605], [-1.69150, -5.49974, 4.40045], [-1.53552, -8.86787, 4.79291], [-1.91559, -7.77076, 6.13275], [-2.81567, -7.71095, 4.62645], [0.08453, -6.31283, 2.58090], [-1.25045, -7.44096, 2.46790], [0.12471, -9.26827, 3.33149], [0.97802, -8.47706, 2.02657], [2.45362, -8.93231, 3.98573], [2.39298, -7.24210, 3.53365], [0.46852, -8.68984, 7.12921], [1.71866, -9.63904, 6.33191], [0.15086, -9.52419, 5.60142], [3.19229, -6.44787, 5.72482], [3.35759, -8.10660, 6.25368], [2.40342, -6.98026, 7.22060], [-2.03327, -5.17704, 5.38868], [-2.57878, -5.67608, 3.78527], [-1.15908, -4.66781, 3.93182]], "atomic_forces_ev_per_a": [[-0.3, -1.2, 2.0], [0.4, -1.0, -0.5], [-1.0, -0.1, -1.7], [0.1, -0.3, 1.0], [-2.0, -0.1, 1.2], [-0.2, -0.3, -0.9], [1.1, 0.4, 0.1], [0.1, -0.1, 1.4], [-1.5, 0.6, 0.7], [0.9, -2.2, -1.1], [-0.5, -1.9, 2.6], [-2.3, 2.4, 0.2], [2.7, 1.9, -0.3], [1.2, 0.1, -2.0], [-0.7, 0.6, 1.2], [3.0, 0.1, -2.2], [-4.4, 0.2, 2.1], [-0.4, 0.5, -0.9], [-0.2, 0.9, -0.8], [0.8, 4.1, 0.1], [2.0, 1.0, 1.0], [2.4, -1.4, 1.3], [-0.5, -4.2, 0.3], [-2.7, -1.2, -1.7], [-2.4, 2.0, -1.6], [0.9, -0.6, 2.5], [-3.2, 1.5, -0.4], [1.3, -0.6, 1.8], [-0.9, 0.8, -0.1], [-0.5, -1.0, 0.0], [-0.1, 0.6, -1.0], [-0.3, 0.0, 0.1], [-0.5, 1.3, -1.4], [1.0, -0.2, 0.6], [-0.8, 0.9, -2.0], [1.0, -1.4, 0.2], [-2.4, -1.3, 0.2], [-1.1, -2.2, -1.8], [0.7, 0.7, 0.3], [1.0, 3.8, 2.5], [-1.5, 0.1, -0.3], [0.7, -0.5, -1.6], [0.4, 1.6, 0.1], [0.8, 0.6, 0.0], [0.6, 1.5, 0.5], [1.4, -0.2, -1.0], [-0.4, 1.5, 0.7], [0.5, -1.5, 0.6], [1.3, 0.4, -0.6], [-1.3, -0.6, -1.2], [-1.1, -0.2, 1.6], [0.7, 0.9, -1.6], [0.3, -0.1, -1.3], [0.4, -1.8, -0.1], [1.2, 0.1, -1.6], [-1.2, 0.8, 0.3], [0.4, 0.2, 1.9], [1.7, 0.7, 0.9], [1.4, -1.5, 1.1], [-0.2, -2.0, 0.2], [-1.4, -0.8, -0.6], [-1.4, 0.8, -0.9], [0.6, 0.7, -1.3], [-1.8, -0.7, -0.1], [1.4, -0.8, -0.2], [-0.1, 1.4, -0.6], [1.7, -0.5, -0.4], [-1.3, 0.2, 0.9], [0.9, -1.3, -0.5], [0.0, 0.8, 1.7], [0.8, -1.5, 0.7], [0.2, -1.3, -1.1], [-0.1, 1.5, -0.2], [0.3, -1.8, 0.5], [-0.5, 0.8, 1.5], [0.7, -1.8, -0.1], [-0.3, 0.9, -1.3], [-0.7, 0.7, 1.6], [0.9, 1.1, -0.5], [1.0, -0.2, 1.5], [1.2, 0.5, -1.4], [-0.1, -1.5, -0.6], [-0.3, 0.0, -0.2], [-0.4, 2.1, 0.4], [0.1, -0.4, -0.2], [0.0, 0.0, 0.0], [0.4, 0.2, 0.1], [-1.8, -0.8, -1.0], [4.0, -1.7, -0.1], [-2.1, 1.1, -0.3], [-0.1, 0.3, -0.1], [0.6, 0.1, 0.5], [0.2, -0.7, 0.1], [0.0, -0.1, 0.0], [0.1, -0.1, -0.1], [0.2, -0.2, 0.0], [-0.1, -0.1, 0.2], [-0.1, 0.0, 0.3], [0.0, 0.0, 0.0], [-0.1, 0.0, 0.1], [-0.1, -0.1, 0.2], [-0.1, 0.0, 0.2], [0.1, 0.0, 0.0], [0.2, -0.1, 0.1], [0.0, 0.0, 0.1], [-0.1, 0.2, 0.1], [0.0, 0.4, 0.0], [0.1, 0.1, 0.0], [0.0, -0.1, -0.1], [-0.2, -0.1, -0.2], [-0.2, -0.1, 0.0], [0.0, -0.3, 0.1], [-2.0, -0.4, -0.1], [0.4, 0.0, 0.0], [0.0, 0.0, 0.0], [-0.2, 0.3, -0.3], [0.9, -1.7, 1.1], [2.1, 2.8, -2.5], [-1.2, -1.9, 1.0], [-0.3, -0.2, -0.1], [-0.2, 0.7, -0.2], [0.6, 0.4, 0.2], [0.1, 0.0, 0.1], [0.1, 0.0, -0.1], [0.2, 0.2, -0.1], [0.0, 0.1, 0.2], [-0.1, 0.1, 0.2], [0.0, 0.0, 0.0], [0.0, 0.0, 0.1], [0.0, 0.1, 0.3], [-0.1, 0.1, 0.2], [0.0, 0.0, -0.1], [0.0, 0.3, -0.1], [-0.1, 0.1, 0.0], [-0.3, 0.0, 0.1], [-0.3, -0.1, -0.1], [0.0, 0.0, -0.1], [0.1, 0.0, -0.1], [0.2, -0.3, 0.1], [0.1, -0.1, 0.2]], "mulliken_charge": [-0.3559, -0.1775, 1.7147, -1.9382, -0.2264, -0.8435, -0.7655, 0.0661, -0.6540, 0.6012, -0.2445, -0.2929, -0.2842, -0.2566, 0.1052, -0.2001, -0.4650, -0.1787, -0.8054, -0.0800, -0.1888, -0.2817, -0.4859, -0.6219, -0.3242, -0.2304, 0.7557, -0.4555, -0.8168, -0.4201, -0.2320, -1.1983, -0.2347, -0.5982, -0.4889, -0.3951, -0.3419, 0.6473, -0.8683, -0.5247, 0.0909, 0.3200, -0.1966, 0.4952, 0.5365, 0.5991, 0.2592, 0.2435, 0.3557, 0.3676, 0.6195, -0.0037, 0.3896, -0.0313, 0.4411, 0.6103, 0.5441, 0.1709, 0.2559, 0.3366, 0.3132, 0.3399, 0.0063, 0.1227, 0.5378, 0.2935, 0.4514, 0.2134, 0.4108, 0.1359, 0.5122, 0.0974, 0.2400, 0.2019, 0.2328, 0.2636, 0.3651, 0.2471, 0.4116, 0.2760, 0.2513, 0.2775, -1.7859, 1.7965, -1.2181, -0.4862, -1.2637, 1.8061, 0.1274, -0.3644, -1.7582, -1.8164, -1.8121, 0.2969, 0.3636, 0.4726, 0.3614, 0.3434, 0.3058, 0.3773, 0.3696, 0.3449, 0.3808, 0.4575, 0.2942, 0.2869, 0.4188, 0.4816, 0.4416, 0.4495, 0.3050, -1.8552, 1.8482, -0.8460, -0.5382, -1.1680, 1.6850, 0.3034, -0.4875, -1.7158, -1.7548, -1.7055, 0.2919, 0.3597, 0.4742, -0.0302, 0.3771, 0.3123, 0.4147, 0.3709, 0.2588, 0.3702, 0.4481, 0.2847, 0.3217, 0.4175, 0.4488, 0.4535, 0.4330, 0.2312]}